Density functional theory data (ωB97M-V/def2-TZVPD) for a molecular structure, C2H2FN3.

Properties
* F_max: 3.114 eV Å⁻¹
* HOMO (alpha / beta): -11.337 / -11.337 eV
* charge: 0
* E_tot: -9289.319 eV
* gap between HOMO and LUMO (alpha / beta): 0.318 / 0.318 hartree

Geometry (Å):
C 0.190525 -0.994389 -0.689399
C -0.966901 -1.649258 0.611371
N -0.571667 -0.458820 0.289242
N 0.110795 -2.339780 -0.719933
N -0.704657 -2.823454 0.234054
F -0.350692 1.569875 2.277633
H 0.777903 -0.441951 -1.390620
H -0.472530 1.038601 1.504267

Atoms 1-2, force components in eV/Å:
0.06 -0.79 -0.14
0.60 0.63 -0.57